1.
Computed, not measured: a 11-piece molecular cluster, C29H61B6F24N8O2 overall, with ωB97M-V/def2-TZVPD.

Calculated values
charge	-1
HOMO level	-7.9640	eV
gap between HOMO and LUMO	0.370	hartree

Each line ends with the Löwdin charge.
Positions of all 130 atoms, in Å:
C  -14.1909  -24.3850  -2.9820  -0.042
C  -15.1840  -24.7544  -1.9219  -0.145
N  -16.5218  -24.0952  -2.0740  -0.228
C  -17.0960  -24.4737  -3.4544  0.054
C  -17.5033  -24.5622  -1.0417  -0.187
C  -17.2659  -24.3169  0.4306  -0.042
C  -16.3933  -22.5633  -1.9465  -0.058
C  -17.6751  -21.7818  -1.7601  -0.179
O  -18.6420  -21.9778  -2.8012  -0.211
C  -18.5475  -21.0899  -3.9310  -0.068
H  -14.1783  -25.0497  -3.8072  0.055
H  -13.2627  -24.4277  -2.4541  0.069
H  -14.1910  -23.3453  -3.3014  0.076
H  -14.8231  -24.4392  -0.8907  0.116
H  -15.3460  -25.7846  -1.9774  0.120
H  -18.1365  -24.2517  -3.5073  0.095
H  -16.7228  -25.3986  -3.7858  0.089
H  -16.5967  -23.7448  -4.1179  0.089
H  -17.6751  -25.5811  -1.1782  0.104
H  -18.4902  -24.1490  -1.4461  0.142
H  -16.2204  -24.3025  0.7268  0.057
H  -17.7865  -25.0777  1.0343  0.094
H  -17.5979  -23.3036  0.7331  0.080
H  -15.7788  -22.2214  -2.8316  0.130
H  -15.8134  -22.3677  -1.0653  0.135
H  -17.3677  -20.7488  -1.7111  0.119
H  -18.1988  -22.0339  -0.8278  0.114
H  -18.9541  -20.1148  -3.5993  0.091
H  -19.3102  -21.4311  -4.6403  0.090
H  -17.5639  -20.9909  -4.4051  0.081
C  -6.0336  -22.5497  -10.3175  -0.092
C  -7.2616  -21.9122  -9.7513  -0.185
N  -7.5211  -20.6336  -10.3667  -0.025
C  -6.7018  -19.6823  -10.8828  -0.029
C  -7.4558  -18.5388  -11.0509  -0.003
N  -8.7079  -18.8252  -10.5085  -0.059
C  -8.7085  -20.0440  -10.0922  -0.046
C  -9.8693  -17.9143  -10.5872  0.056
H  -5.0873  -21.9575  -10.1136  0.091
H  -6.0634  -22.6866  -11.4365  0.095
H  -5.9196  -23.5797  -9.9455  0.085
H  -7.1719  -21.7861  -8.6759  0.116
H  -8.1330  -22.5416  -10.0754  0.159
H  -5.6851  -19.7684  -11.1543  0.111
H  -7.1422  -17.5723  -11.5361  0.142
H  -9.5507  -20.5094  -9.6078  0.159
H  -10.0698  -17.6648  -9.5430  0.086
H  -10.7019  -18.3782  -11.0612  0.078
H  -9.5889  -17.0052  -11.1748  0.111
C  -11.9307  -26.7107  -4.9145  -0.061
C  -11.0261  -26.6482  -6.1073  -0.154
N  -11.7895  -26.1619  -7.3007  -0.018
C  -12.9747  -26.6589  -7.7682  -0.042
C  -13.5322  -25.7188  -8.5496  -0.041
N  -12.6382  -24.7203  -8.6378  -0.065
C  -11.5866  -24.9604  -7.8492  0.021
C  -12.7934  -23.4514  -9.3004  0.013
H  -12.7431  -27.3792  -5.1405  0.068
H  -12.2347  -25.6694  -4.6475  0.091
H  -11.3288  -27.1601  -4.1301  0.084
H  -10.6805  -27.6692  -6.3482  0.131
H  -10.1566  -25.9772  -6.0091  0.103
H  -13.5169  -27.5280  -7.4280  0.131
H  -14.5296  -25.8299  -9.0530  0.167
H  -10.6953  -24.3508  -7.6029  0.163
H  -13.8140  -23.2412  -9.5899  0.104
H  -12.1517  -23.5101  -10.1695  0.093
H  -12.4773  -22.6228  -8.6843  0.088
C  -11.5625  -20.9368  0.4577  -0.051
C  -12.0797  -20.8517  -0.9788  -0.134
N  -11.0526  -21.4139  -1.9230  0.003
C  -10.4325  -22.6675  -1.9351  0.016
C  -9.5568  -22.6650  -2.9905  0.006
N  -9.6466  -21.4169  -3.5783  -0.055
C  -10.5193  -20.6973  -2.9392  -0.024
C  -8.8714  -21.0151  -4.7885  0.046
H  -10.8341  -20.1789  0.6383  0.066
H  -11.0879  -21.8554  0.5110  0.042
H  -12.3541  -20.8662  1.1788  0.083
H  -12.3851  -19.8413  -1.2899  0.120
H  -12.9353  -21.5775  -0.9796  0.125
H  -10.6939  -23.4520  -1.2564  0.112
H  -8.9027  -23.4439  -3.3008  0.121
H  -10.6897  -19.6432  -3.1736  0.172
H  -7.8482  -21.2541  -4.6451  0.091
H  -8.9481  -19.9649  -4.8770  0.070
H  -9.2562  -21.5384  -5.7145  0.109
C  -14.3904  -17.1556  -5.4569  0.021
C  -14.8418  -17.8608  -6.6089  -0.412
O  -15.7639  -17.5849  -7.2995  0.172
N  -14.0589  -19.1476  -6.8377  0.104
H  -13.0512  -19.0409  -6.8826  0.100
H  -14.2413  -19.6219  -5.9319  0.127
C  -14.5844  -20.0170  -7.9752  0.062
H  -14.5460  -16.0709  -5.5240  0.116
H  -13.3190  -17.3295  -5.3286  0.102
H  -14.8298  -17.5092  -4.5445  0.090
H  -15.3787  -20.6421  -7.5453  0.105
H  -13.8537  -20.7385  -8.2638  0.074
H  -14.8365  -19.4197  -8.8304  0.097
B  -14.3960  -19.8253  -3.3577  -1.299
F  -15.0416  -19.8965  -4.5586  0.161
F  -15.3391  -19.3673  -2.4273  0.121
F  -13.9894  -21.1191  -3.0066  0.107
F  -13.2609  -18.9595  -3.3312  0.089
B  -15.5082  -23.7564  -6.6047  -1.226
F  -15.9099  -25.0434  -6.1815  0.088
F  -15.5719  -23.6663  -8.0085  0.091
F  -16.3966  -22.7508  -6.1093  0.067
F  -14.1803  -23.5021  -6.1274  0.078
B  -13.2375  -24.5646  1.0761  -1.184
F  -12.3437  -24.8117  2.1106  0.116
F  -14.0939  -23.4414  1.3343  0.058
F  -12.5130  -24.1816  -0.1457  0.020
F  -13.9495  -25.7489  0.8115  0.094
B  -10.7422  -19.0373  -7.0168  -1.187
F  -11.4031  -20.3092  -6.7618  0.067
F  -9.5901  -19.1907  -7.7155  0.167
F  -11.6810  -18.3471  -7.9030  0.041
F  -10.5320  -18.2364  -5.8554  0.089
B  -11.6453  -20.9769  -11.7644  -1.274
F  -12.5720  -19.9387  -11.7360  0.105
F  -11.4184  -21.2826  -10.4409  0.113
F  -12.1878  -22.1140  -12.4030  0.088
F  -10.4479  -20.5456  -12.4434  0.061
B  -8.1975  -24.1639  -6.3975  -1.171
F  -9.5409  -23.7603  -6.0060  0.036
F  -7.4621  -24.6175  -5.3634  0.169
F  -8.3823  -25.2536  -7.4004  0.001
F  -7.4317  -23.1355  -7.0272  0.072

---

2.
Computed, not measured: C29H63Br22FN5 as an isolated structure, with ωB97M-V/def2-TZVPD.

Calculated values
charge	+1
HOMO level	-11.0976	eV
gap between HOMO and LUMO	0.319	hartree

Each line ends with the Löwdin charge.
Positions of all 120 atoms, in Å:
C  3.4405  -5.1464  -2.1595  -0.073
C  1.9799  -4.7320  -2.2045  -0.266
N  1.8784  -3.3667  -2.6873  -0.036
N  0.5354  -2.8937  -2.7030  0.081
C  0.0668  -2.4047  -1.5286  -0.322
N  0.8783  -2.0584  -0.4966  0.116
C  1.4782  -0.6934  -0.5416  -0.245
C  2.9882  -0.6095  -0.7874  -0.294
N  3.6908  -1.8476  -0.5355  0.006
N  -1.2418  -2.2466  -1.4625  0.185
C  -1.9979  -1.6873  -0.3500  -0.521
C  -2.0012  -2.5212  0.9016  -0.059
F  -1.5515  -0.4141  -0.0969  -0.159
H  3.5739  -6.1606  -2.5027  0.071
H  4.0462  -4.4990  -2.7759  0.072
H  3.8301  -5.0892  -1.1546  0.070
H  1.5602  -4.8056  -1.2089  0.107
H  1.4251  -5.4317  -2.8340  0.110
H  2.1888  -3.3296  -3.6481  0.127
H  -0.1069  -3.6331  -3.0003  0.136
H  0.4332  -2.2687  0.3812  0.116
H  0.9261  -0.0813  -1.2400  -0.169
H  1.2874  -0.2577  0.4274  0.119
H  3.1782  -0.2455  -1.7880  0.093
H  3.3309  0.1741  -0.1103  0.077
H  3.4710  -2.1916  0.3856  0.019
H  4.6830  -1.6811  -0.6085  0.072
H  -1.7768  -2.5115  -2.2797  0.048
H  -3.0152  -1.5969  -0.7115  0.042
H  -1.9660  -3.5762  0.6847  0.021
H  -2.8840  -2.2554  1.4623  0.027
H  -1.1722  -2.2293  1.5351  0.094
Br  -3.8525  -0.1230  0.4707  0.923
C  -3.2953  0.6511  -1.2274  -0.637
C  -2.7962  2.0566  -1.0261  -0.707
Br  -4.2303  3.3423  -0.7614  0.658
H  -4.1373  0.5900  -1.9088  -0.059
H  -2.4869  0.0229  -1.5918  0.033
H  -2.2770  2.3924  -1.9220  -0.025
H  -2.1401  2.1391  -0.1649  0.046
Br  -3.2557  -3.5247  -4.1570  0.695
C  -3.0297  -2.1567  -5.5260  -0.672
C  -2.7422  -0.8048  -4.9456  -0.659
Br  -4.3175  0.0155  -4.1527  0.755
H  -3.9381  -2.1759  -6.1186  0.062
H  -2.1875  -2.4896  -6.1279  0.018
H  -2.4147  -0.1284  -5.7325  0.021
H  -1.9872  -0.8388  -4.1660  0.033
Br  -3.1774  -3.7394  4.4954  0.616
C  -4.0828  -5.1341  3.4882  -0.690
C  -3.2064  -6.3494  3.3418  -0.664
Br  -1.7851  -5.9324  2.0801  0.641
H  -4.3217  -4.7065  2.5203  0.044
H  -5.0043  -5.3562  4.0204  0.064
H  -3.7602  -7.1827  2.9169  0.063
H  -2.7324  -6.6565  4.2670  0.055
Br  -3.5118  3.4490  3.6839  0.578
C  -5.1943  2.5570  3.2703  -0.687
C  -5.5829  1.5423  4.3124  -0.676
Br  -4.4966  -0.0655  4.1804  0.565
H  -5.0661  2.1124  2.2885  -0.004
H  -5.9369  3.3492  3.2155  0.063
H  -6.6092  1.2194  4.1542  0.065
H  -5.4667  1.9072  5.3265  -0.016
Br  4.1741  -0.7996  2.8155  0.641
C  5.1677  0.8749  2.9176  -0.717
C  6.1039  1.0424  1.7565  -0.708
Br  7.6798  -0.0849  1.9235  0.616
H  5.6770  0.8705  3.8751  -0.006
H  4.4150  1.6568  2.9155  0.016
H  6.4720  2.0636  1.7368  0.005
H  5.6468  0.7988  0.8026  0.037
Br  5.5341  0.0358  6.7496  0.636
C  3.9365  0.8511  7.5033  -0.683
C  2.9236  1.1888  6.4434  -0.673
Br  3.4411  2.7750  5.4394  0.646
H  4.2615  1.7241  8.0583  0.051
H  3.5328  0.1125  8.1910  0.060
H  1.9659  1.4333  6.8963  0.059
H  2.7931  0.3879  5.7228  0.036
Br  0.1507  -1.3221  -7.6941  0.623
C  -1.2655  -1.8236  -8.9320  -0.683
C  -1.6883  -0.6870  -9.8212  -0.667
Br  -2.7431  0.6287  -8.8521  0.670
H  -2.0877  -2.1850  -8.3248  0.028
H  -0.8647  -2.6424  -9.5238  0.065
H  -2.3322  -1.0620  -10.6128  0.066
H  -0.8522  -0.1511  -10.2561  0.057
Br  0.5292  1.0061  -2.5782  0.853
C  0.7170  2.5517  -1.4050  -0.569
C  0.3692  3.8269  -2.1257  -0.682
Br  1.7643  4.3636  -3.3671  0.655
H  1.7353  2.5365  -1.0331  0.068
H  0.0265  2.3851  -0.5822  0.060
H  0.2698  4.6449  -1.4165  0.074
H  -0.5450  3.7372  -2.7058  0.006
Br  8.0067  6.5147  1.3508  0.609
C  9.4344  5.3972  2.0535  -0.697
C  9.0118  3.9577  2.1599  -0.687
Br  7.8186  3.6656  3.6699  0.643
H  9.7195  5.8173  3.0116  0.051
H  10.2579  5.4977  1.3513  0.060
H  9.8711  3.3172  2.3419  0.063
H  8.4882  3.6164  1.2731  0.044
Br  -2.1786  5.4790  -7.3688  0.629
C  -1.1047  4.1743  -6.4009  -0.693
C  -1.9189  2.9795  -5.9652  -0.687
Br  -3.0642  3.4026  -4.4480  0.655
H  -0.6572  4.6986  -5.5629  0.023
H  -0.3250  3.8650  -7.0926  0.062
H  -1.2634  2.1810  -5.6223  0.047
H  -2.5689  2.6057  -6.7489  -0.008
Br  -5.1063  -0.2934  8.3090  0.605
C  -4.8628  1.2074  9.5226  -0.694
C  -5.3846  2.4852  8.9252  -0.685
Br  -4.1957  3.1687  7.5449  0.635
H  -3.8036  1.2586  9.7489  0.049
H  -5.4171  0.9539  10.4227  0.059
H  -5.4421  3.2663  9.6792  0.059
H  -6.3571  2.3552  8.4632  0.050